Entry 1:
Molecular formula: CH4FNO2
Method: DFT, wB97M-V/def2-TZVPD

Geometry (Å):
H1 -0.18387 -1.36686 -2.22147
C1 -0.20635 0.45255 -1.31040
N1 0.93969 0.17673 1.98676
O1 -0.69052 -0.75794 -1.65065
O2 -1.20272 1.26701 -1.14525
H2 -2.08495 0.95233 -1.38895
H3 0.41655 -0.35916 1.23897
H4 1.83479 0.25713 1.38666
F1 1.17737 -0.62179 3.10434

The calculation puts the relative energy (zero: lowest compared OMol25 entry of this formula, charge and spin) at 122.73 kcal per mole. As for the total energy: -345.4448 Eh. For the HOMO energy, the calculation gives -9.773 eV. For the molecular weight, the calculation gives 81.05 g/mol.

---

Entry 2:
Molecular formula: CH4FNO2
Method: DFT, wB97M-V/def2-TZVPD

Geometry (Å):
C1 0.93524 0.84437 0.06612
O1 -0.28861 1.42171 0.25473
H1 -1.03326 -1.27760 0.38802
N1 1.05203 -0.42474 0.01817
H2 -1.04016 0.92029 0.28783
O2 -1.86216 -1.03802 0.09385
H3 -1.81527 -1.24950 -0.89328
H4 1.71106 1.56842 -0.16730
F1 2.34113 -0.76492 -0.04813

The calculation puts the relative energy (zero: lowest compared OMol25 entry of this formula, charge and spin) at 79.25 kcal per mole. As for the SMILES: O/C=N/F.O. As for the total energy: -345.5140 Eh. For the HOMO energy, the calculation gives -10.541 eV. For the molecular weight, the calculation gives 81.05 g/mol.

---

Entry 3:
Molecular formula: CH4FNP2
Method: DFT, wB97M-V/def2-TZVPD

Geometry (Å):
H1 -1.80989 0.12880 1.00449
C1 2.59453 -0.15736 -0.08657
P1 0.54113 1.54588 -0.18466
N1 2.41295 -1.34829 -0.12083
P2 -0.54218 -0.19884 0.35202
H2 0.42882 1.66502 -1.66604
H3 1.52747 -1.71673 -0.31037
H4 0.08282 0.18602 1.47919
F1 3.63389 0.52222 0.36524

The calculation puts the relative energy (zero: lowest compared OMol25 entry of this formula, charge and spin) at 91.78 kcal per mole. As for the total energy: -877.6849 Eh. For the HOMO energy (alpha / beta), the calculation gives -8.673 / -8.673 eV. For the molecular weight, the calculation gives 111.00 g/mol.

---

Entry 4:
Molecular formula: CH4FO3P2S
Method: DFT, wB97M-V/def2-TZVPD

Geometry (Å):
O1 -1.32332 -2.32030 1.55739
O2 0.66958 -0.98737 1.16212
S1 -0.79408 -0.96906 1.49495
H1 1.62895 0.70102 0.24420
H2 0.94160 1.82271 -0.82124
H3 2.13460 0.49646 -1.41092
P1 0.14291 -0.71110 -1.05690
F1 -0.01133 -0.43735 -2.79979
C1 1.24956 0.80695 -0.70549
H4 -1.80441 1.98528 -0.07629
P2 -1.80728 -0.15872 -0.31047
O3 -1.02678 -0.22851 2.72244

The calculation puts the relative energy (zero: lowest compared OMol25 entry of this formula, charge and spin) at 38.01 kcal per mole. As for the total energy: -1446.9812 Eh. For the HOMO energy (alpha / beta), the calculation gives -5.176 / -5.176 eV. For the molecular weight, the calculation gives 177.05 g/mol. The charge is -1.

---

What is the molecular weight in the third record?
111.00 g/mol